# 1
C3H4N2S2 | wB97M-V/def2-TZVPD

Structure (ORCA input):
```
! wB97M-V def2-TZVPD RIJCOSX def2/J DEFGRID3
* xyz 0 1
C -0.785 -0.617 -0.260
C -0.834 0.811 -0.724
C 1.346 -0.068 0.811
H -1.240 1.401 0.104
H -1.514 0.906 -1.565
H 1.973 -0.384 1.672
H 0.218 -1.798 1.040
N 1.724 0.948 0.158
N 0.245 -0.884 0.583
S -1.934 -1.735 -0.625
S 0.802 1.421 -1.192
*
```

## Properties
**Relative energy (zero: lowest compared OMol25 entry of this formula, charge and spin)**: 69.8 kJ/mol
**Lowest unoccupied orbital energy**: -0.3 eV
**Structure (SMILES)**: S=C1CSN=CN1
**Gap between HOMO and LUMO**: 8.4 eV
**HOMO level**: -8.625 eV



# 2
C6H8 | wB97M-V/def2-TZVPD

Structure (ORCA input):
```
! wB97M-V def2-TZVPD RIJCOSX def2/J DEFGRID3
* xyz 0 1
C -1.819 1.645 1.667
C -0.950 1.137 0.640
C -0.155 0.418 0.091
C 0.575 -0.798 -0.150
C 0.587 -1.372 -1.540
C 1.831 -0.773 -0.968
H -1.907 0.502 1.760
H -2.839 1.970 1.487
H -1.322 2.329 2.393
H 0.540 -1.520 0.669
H 0.519 -2.451 -1.619
H 0.051 -0.815 -2.301
H 2.628 -1.435 -0.652
H 2.144 0.198 -1.336
*
```

## Properties
**Relative energy (zero: lowest compared OMol25 entry of this formula, charge and spin)**: 294.3 kJ/mol
**Lowest unoccupied orbital energy**: 1.1 eV
**Structure (SMILES)**: CC#CC1CC1
**Gap between HOMO and LUMO**: 9.9 eV
**HOMO level**: -8.772 eV



# 3
C4H4N2O2 | wB97M-V/def2-TZVPD

Structure (ORCA input):
```
! wB97M-V def2-TZVPD RIJCOSX def2/J DEFGRID3
* xyz 0 1
C 0.992 -0.154 -0.082
C 0.849 1.155 0.120
C -1.275 -0.207 0.150
C -0.123 -0.936 -0.128
H 2.585 -1.420 0.758
H 1.840 1.725 0.025
H -2.955 0.066 -0.225
H -0.085 -2.003 -0.604
N -0.231 1.839 -0.014
N -1.349 1.149 -0.096
O 2.211 -0.485 -0.024
O -2.459 -0.728 0.119
*
```

## Properties
**Relative energy (zero: lowest compared OMol25 entry of this formula, charge and spin)**: 453.8 kJ/mol
**Lowest unoccupied orbital energy**: -0.7 eV
**Gap between HOMO and LUMO**: 8.5 eV
**HOMO level**: -9.147 eV



# 4
C4H10O5SSi | wB97M-V/def2-TZVPD

Structure (ORCA input):
```
! wB97M-V def2-TZVPD RIJCOSX def2/J DEFGRID3
* xyz 0 1
C -1.996 0.048 -1.068
C 0.454 2.029 1.781
C -0.328 -2.482 0.425
C 1.802 0.185 -1.966
O -4.638 0.091 -0.911
O -3.394 -1.098 0.855
O -0.564 1.293 1.134
O 0.324 -1.208 0.210
O 0.864 0.836 -1.040
Si -0.307 0.252 -0.130
S -3.389 -0.137 -0.219
H -2.005 0.700 -1.865
H 1.021 1.282 2.492
H -0.172 2.765 2.289
H 1.156 2.357 0.922
H -1.262 -2.274 0.946
H 0.410 -3.132 1.010
H -0.529 -2.977 -0.532
H 1.806 -0.852 -1.565
H 2.716 0.583 -1.793
H 1.486 0.360 -3.014
*
```

## Properties
**Lowest unoccupied orbital energy**: -1.1 eV
**Structure (SMILES)**: CO[Si](C=S(=O)=O)(OC)OC
**Gap between HOMO and LUMO**: 9.0 eV
**HOMO level**: -10.087 eV



# 5
C5H12N4 | wB97M-V/def2-TZVPD

Structure (ORCA input):
```
! wB97M-V def2-TZVPD RIJCOSX def2/J DEFGRID3
* xyz 2 1
C -0.552 -0.514 -0.702
C 1.727 0.009 -1.389
C 0.704 0.355 -0.496
C 3.608 -0.547 -2.933
C -0.840 1.008 2.868
N -1.505 -0.489 0.075
N 2.583 -0.309 -2.109
N -1.983 0.126 1.090
N -3.253 -0.332 1.506
H -0.652 -1.063 -1.659
H 0.250 1.340 -0.919
H 1.280 0.221 0.474
H 4.306 -1.204 -2.502
H 4.224 0.425 -3.214
H 3.373 -1.185 -3.827
H -1.319 0.724 3.704
H 0.005 0.320 2.696
H -0.774 2.047 2.593
H -3.641 0.482 2.114
H -3.563 -1.224 1.947
H -3.980 -0.190 0.685
*
```

## Properties
**Relative energy (zero: lowest compared OMol25 entry of this formula, charge and spin)**: 620.2 kJ/mol
**Lowest unoccupied orbital energy (spin up / spin down)**: -8.5 / -8.5 eV
**Gap between HOMO and LUMO (spin up / spin down)**: 8.0 / 8.0 eV
**HOMO level (spin up / spin down)**: -16.511 / -16.510 eV



# 6
C5H14N2 | wB97M-V/def2-TZVPD

Structure (ORCA input):
```
! wB97M-V def2-TZVPD RIJCOSX def2/J DEFGRID3
* xyz 0 1
C 0.800 -0.438 -0.451
C 0.651 0.599 0.751
C 1.978 0.611 1.509
C 0.276 1.926 0.170
N -0.371 -0.861 -1.189
C -1.653 -0.977 -0.510
N -2.528 -2.104 -0.877
H 1.469 0.115 -1.113
H 1.192 -1.356 -0.001
H -0.178 0.134 1.294
H 1.792 0.921 2.539
H 2.614 -0.268 1.460
H 2.579 1.462 1.166
H 1.074 2.153 -0.546
H -0.028 2.791 0.756
H -0.640 1.786 -0.434
H -0.545 -0.277 -1.998
H -2.262 -0.079 -0.634
H -1.596 -1.052 0.580
H -2.064 -2.954 -0.588
H -2.561 -2.133 -1.885
*
```

## Properties
**Relative energy (zero: lowest compared OMol25 entry of this formula, charge and spin)**: 114.3 kJ/mol
**Lowest unoccupied orbital energy**: 1.0 eV
**Structure (SMILES)**: CC(C)CNCN
**Gap between HOMO and LUMO**: 9.8 eV
**HOMO level**: -8.769 eV



# 7
C38H49BFN8O | wB97M-V/def2-TZVPD

Structure (ORCA input):
```
! wB97M-V def2-TZVPD RIJCOSX def2/J DEFGRID3
* xyz -1 1
C -2.801 0.048 -2.298
C -1.660 -0.996 -2.092
B -0.366 -0.724 -2.988
O 0.414 0.422 -2.596
C 0.142 -1.575 -4.187
C -0.650 -1.309 -5.419
C 0.017 -1.192 -6.645
C -0.602 -0.986 -7.842
C -1.986 -0.879 -7.791
C -2.573 -0.975 -6.564
N -1.991 -1.196 -5.394
C 0.001 -3.061 -3.777
C 1.070 -3.915 -4.501
F -1.284 -3.605 -4.051
H -2.357 0.975 -2.666
H -3.276 0.232 -1.331
H -3.501 -0.377 -3.015
H -1.327 -0.901 -1.040
H -1.990 -2.031 -2.203
H 1.255 0.045 -2.322
H 1.097 -1.290 -6.630
H -0.056 -0.929 -8.776
H -2.563 -0.707 -8.692
H -3.663 -0.878 -6.543
H 0.211 -3.067 -2.699
H 1.644 -3.306 -5.196
H 1.779 -4.381 -3.813
H 0.546 -4.659 -5.117
N 5.966 -3.203 -4.063
C 4.868 -3.004 -3.266
C 4.137 -1.977 -3.799
C 4.817 -1.538 -4.967
C 5.938 -2.313 -5.105
H 6.678 -3.891 -3.908
H 4.703 -3.611 -2.391
H 3.214 -1.583 -3.402
H 4.515 -0.744 -5.629
H 6.716 -2.308 -5.850
N 6.286 3.283 -5.486
C 5.610 2.421 -4.664
C 6.461 1.404 -4.328
C 7.703 1.663 -4.969
C 7.564 2.830 -5.674
H 5.903 4.117 -5.890
H 4.584 2.604 -4.392
H 6.220 0.567 -3.695
H 8.595 1.061 -4.918
H 8.260 3.374 -6.290
N -1.086 0.669 1.798
C -2.347 1.176 1.916
C -2.878 0.730 3.098
C -1.889 -0.080 3.722
C -0.796 -0.096 2.894
H -0.469 0.834 1.021
H -2.759 1.811 1.149
H -3.861 0.955 3.475
H -1.976 -0.592 4.667
H 0.159 -0.585 2.990
N 1.452 -3.072 4.227
C 2.281 -2.942 3.146
C 2.520 -4.194 2.647
C 1.804 -5.116 3.457
C 1.153 -4.393 4.420
H 1.113 -2.314 4.791
H 2.627 -1.974 2.826
H 3.138 -4.424 1.795
H 1.770 -6.187 3.342
H 0.507 -4.703 5.223
N -6.051 -0.740 5.317
C -5.302 0.135 6.056
C -4.440 -0.596 6.829
C -4.676 -1.969 6.541
C -5.673 -2.023 5.604
H -6.766 -0.480 4.664
H -5.446 1.198 5.968
H -3.719 -0.192 7.521
H -4.171 -2.817 6.972
H -6.143 -2.861 5.118
N -1.834 4.696 2.256
C -2.934 4.839 3.058
C -3.699 5.854 2.548
C -3.037 6.338 1.388
C -1.893 5.601 1.234
H -1.101 4.024 2.397
H -3.077 4.207 3.919
H -4.630 6.208 2.958
H -3.364 7.134 0.740
H -1.118 5.643 0.487
N -1.569 3.635 6.405
C -1.447 2.318 6.752
C -1.482 2.240 8.119
C -1.637 3.564 8.615
C -1.691 4.400 7.532
H -1.571 3.985 5.464
H -1.346 1.554 5.998
H -1.407 1.336 8.700
H -1.703 3.866 9.647
H -1.803 5.469 7.466
*
```

## Properties
**Lowest unoccupied orbital energy**: 2.1 eV
**Gap between HOMO and LUMO**: 4.5 eV
**HOMO level**: -2.451 eV



# 8
C3H9N3OS | wB97M-V/def2-TZVPD

Structure (ORCA input):
```
! wB97M-V def2-TZVPD RIJCOSX def2/J DEFGRID3
* xyz 0 1
C 1.086 -0.142 0.561
C -0.930 0.428 -0.724
C -0.543 -2.037 0.222
N 0.010 1.434 -0.837
N -0.155 -0.611 0.075
N 1.381 1.158 -0.107
O 1.795 2.152 0.597
S -2.528 0.973 0.327
H 1.101 0.123 1.592
H 1.905 -0.927 0.343
H -1.460 0.044 -1.620
H -1.662 -2.161 0.166
H -0.097 -2.563 -0.599
H -0.069 -2.422 1.263
H 0.034 1.995 -1.652
H 2.015 1.037 -0.927
H -1.883 1.518 1.320
*
```

## Properties
**Relative energy (zero: lowest compared OMol25 entry of this formula, charge and spin)**: 499.8 kJ/mol
**Lowest unoccupied orbital energy**: 0.5 eV
**Structure (SMILES)**: CN1C[N@H+]([O-])N[C@@H]1S
**Gap between HOMO and LUMO**: 9.0 eV
**HOMO level**: -8.500 eV



| no. | maximum force (eV/A) |
| --- | --- |
| 1 | 1.2 |
| 2 | 3.0 |
| 3 | 10.0 |
| 4 | 4.2 |
| 5 | 6.1 |
| 6 | 2.2 |
| 7 | 2.6 |
| 8 | 3.6 |